1.
{"formula": "C19H26F3MnO9", "method": "ωB97M-V with the def2-TZVPD basis set", "total_charge": -1, "homo_lumo_gap_ev": [4.060, 4.148], "multiplicity": 6, "max_force_ev_per_a": 6.430, "e_tot_ha": -2867.01629, "de_lowest_kcal_mol": 287.6, "elements": ["Mn", "C", "O", "O", "C", "F", "F", "F", "C", "C", "H", "H", "H", "H", "H", "H", "C", "C", "C", "O", "C", "C", "C", "O", "O", "O", "H", "H", "C", "C", "O", "C", "H", "H", "H", "H", "H", "H", "C", "C", "O", "C", "H", "H", "H", "H", "H", "H", "C", "C", "O", "C", "H", "H", "H", "H", "H", "H"], "positions_angstrom": [[0.48066, -0.05248, 0.44975], [-0.15798, 1.30035, -5.16876], [-1.44560, 1.90940, -4.94561], [0.23536, 0.72451, -3.93361], [-0.18116, 0.37740, -6.45123], [-0.39212, 1.07112, -7.65318], [0.97147, -0.11961, -6.60078], [-1.05021, -0.66596, -6.43636], [-2.03231, 2.73408, -5.98264], [-2.82770, 3.80758, -5.29319], [-3.61562, 3.19028, -4.86167], [-2.28219, 4.53707, -4.69454], [-3.35003, 4.53397, -5.91579], [-2.72168, 2.12288, -6.56515], [-1.38071, 3.28012, -6.66480], [0.46264, 2.15927, -5.42409], [1.17973, -2.95593, 6.27861], [1.47342, -2.49138, 4.98399], [2.34180, -3.34408, 4.07956], [2.63730, -3.00612, 2.84102], [3.03735, -4.36109, 4.58110], [2.98454, -4.70009, 5.99101], [1.78041, -4.10449, 6.80217], [1.52334, -4.70967, 7.86943], [3.70677, -5.52848, 6.52026], [0.81335, -1.46707, 4.59470], [0.43541, -2.41349, 6.84267], [3.82723, -4.86001, 4.03926], [5.91724, 2.95571, -0.25829], [4.80356, 3.62149, 0.43501], [3.83475, 2.93327, 0.69695], [4.73120, 5.15998, 0.80012], [6.59099, 2.47609, 0.45173], [6.25305, 3.76091, -0.91174], [5.43318, 2.43502, -1.08453], [3.87615, 5.45536, 1.40818], [4.71651, 5.79813, -0.08343], [5.58058, 5.41319, 1.43459], [-1.54784, -6.31444, 0.90730], [-1.64814, -5.30792, -0.18536], [-1.67365, -4.08014, 0.06545], [-1.83279, -5.78740, -1.66889], [-0.55019, -6.74458, 0.81912], [-2.30924, -7.08737, 0.80267], [-1.65174, -5.91902, 1.91772], [-2.27281, -4.99336, -2.27220], [-2.59061, -6.56904, -1.72238], [-0.90933, -6.09421, -2.16001], [-3.56543, 4.07365, 2.87327], [-3.70508, 3.07207, 1.82936], [-2.68253, 2.59546, 1.41519], [-4.96341, 2.43634, 1.44304], [-3.49205, 3.46805, 3.77657], [-4.35405, 4.82593, 2.85703], [-2.65724, 4.67638, 2.87025], [-5.76434, 2.92300, 1.99961], [-4.95760, 1.44834, 1.90342], [-5.06258, 2.40104, 0.35813]], "forces_ev_per_a": [[0.012, -0.093, -0.077], [-0.004, -0.559, 3.681], [-0.952, 0.655, -1.190], [-0.749, 0.715, -3.775], [-2.057, 1.205, 0.756], [-0.569, -0.194, 0.825], [3.612, -1.675, -0.372], [-0.294, 0.628, -0.009], [0.504, 0.253, 0.413], [-1.214, 0.120, -0.058], [-0.099, 0.822, 1.239], [0.277, -0.913, 0.840], [-0.133, -0.446, -0.995], [0.079, -0.051, -0.303], [0.911, -0.720, -0.065], [0.736, 0.099, -0.591], [0.343, -0.260, -0.014], [-2.952, 2.008, -0.578], [0.320, 3.886, -5.113], [-1.631, -0.301, 3.012], [2.056, -2.524, 2.631], [-1.083, -0.592, 0.553], [1.056, -2.025, 1.939], [-0.068, 1.273, -1.520], [0.061, 0.507, -0.417], [1.999, -1.717, -0.401], [-0.013, 0.006, 0.046], [-0.217, -0.046, -0.461], [-0.235, 1.918, -1.674], [-2.879, 0.583, 1.456], [-0.027, 0.399, 0.258], [0.622, -0.919, 0.081], [0.163, -0.070, -0.698], [1.741, 0.205, 0.483], [0.121, -1.416, 0.756], [-0.302, -0.721, -0.226], [0.309, -0.145, -0.126], [0.400, 0.099, -0.316], [0.126, -0.348, 0.218], [-0.898, 3.454, -0.626], [0.265, -3.088, -0.674], [-0.427, 0.508, 0.834], [-0.004, -0.407, 0.070], [0.189, -0.197, -0.266], [0.103, 0.449, -0.282], [0.334, 0.363, 0.276], [0.327, -0.445, 0.199], [0.027, -0.185, 0.274], [-0.434, 1.841, 1.028], [1.784, -0.711, -0.456], [1.434, -0.677, -1.098], [-1.432, 0.168, 0.981], [-0.542, 0.338, 0.465], [-0.451, -0.360, 0.579], [0.291, -0.536, -0.561], [-0.511, 0.233, -0.705], [0.215, -0.313, -0.478], [-0.240, -0.078, 0.233]], "lowdin_spin": [4.00, 0.00, 0.00, 0.00, 0.00, 0.00, 0.00, 0.00, 0.00, 0.00, 0.00, 0.00, 0.00, 0.00, 0.00, 0.00, 0.19, 0.00, 0.02, 0.25, 0.30, 0.02, 0.02, 0.06, 0.08, 0.04, 0.01, 0.01, 0.00, 0.00, 0.00, 0.00, 0.00, 0.00, 0.00, 0.00, 0.00, 0.00, 0.00, 0.00, 0.00, 0.00, 0.00, 0.00, 0.00, 0.00, 0.00, 0.00, 0.00, 0.00, 0.00, 0.00, 0.00, 0.00, 0.00, 0.00, 0.00, 0.00]}

=====

2.
{"formula": "C2H22HfO10", "method": "ωB97M-V with the def2-TZVPD basis set", "total_charge": 2, "homo_lumo_gap_ev": 8.687, "multiplicity": 1, "max_force_ev_per_a": 7.020, "e_tot_ha": -889.29171, "de_lowest_kcal_mol": 0.0, "elements": ["Hf", "C", "O", "H", "H", "H", "C", "O", "H", "H", "H", "O", "H", "H", "O", "H", "H", "O", "H", "H", "O", "H", "H", "O", "H", "H", "O", "H", "H", "O", "H", "H", "O", "H", "H"], "positions_angstrom": [[0.72561, -0.07644, 1.92146], [-2.17192, -0.57952, 3.21691], [-0.83620, -0.71916, 2.88098], [-2.43650, -0.85805, 4.22733], [-2.82785, -1.24936, 2.63824], [-2.43564, 0.48318, 3.06117], [-1.18726, -0.46000, -0.56174], [-0.04096, -0.37206, 0.13339], [-1.71501, -1.34019, -0.13552], [-0.92327, -0.75681, -1.59020], [-1.71671, 0.47950, -0.52914], [2.46798, -0.44587, 0.91475], [2.63515, -0.73625, 0.00526], [3.31479, -0.34591, 1.39599], [2.47537, -0.40688, -1.70822], [3.19036, -1.00217, -2.09771], [1.67004, -0.55735, -2.20323], [1.45874, 2.13024, -0.40618], [2.24217, 2.60482, -0.69919], [0.69888, 2.54141, -0.86007], [0.18698, -3.02438, -2.38801], [-0.66458, -2.72637, -2.60909], [0.68739, -2.80430, -3.18108], [0.79446, -2.32593, 1.72011], [0.18098, -2.92654, 1.24864], [1.57044, -2.89613, 1.76245], [-1.16983, 3.19091, -0.57970], [-1.38747, 3.72864, -1.38526], [-1.11397, 3.80583, 0.15123], [-0.58541, 1.68254, 1.65214], [-1.10960, 2.06484, 2.37678], [-0.91756, 2.08333, 0.82500], [-0.29581, 0.52300, -3.45909], [-0.63840, -0.06563, -2.76216], [-0.12537, 1.35704, -2.97623]], "forces_ev_per_a": [[-6.212, -1.330, -2.987], [-1.513, 0.371, -0.253], [2.263, 0.576, 0.147], [0.608, 0.100, 0.578], [0.364, 0.417, -0.346], [-0.457, -0.527, 0.066], [-1.120, -1.859, -0.473], [3.669, 1.040, 3.064], [-0.667, 0.767, -0.465], [-0.500, -0.021, 0.688], [-0.720, 0.095, -0.208], [2.815, 0.289, 2.038], [-0.338, 0.172, -2.019], [0.025, -0.136, -0.710], [2.333, -1.383, 0.242], [-1.542, 1.180, 0.277], [-0.358, -0.134, -0.339], [-0.313, 0.014, 0.166], [0.060, 0.038, -0.115], [0.421, -0.066, 0.364], [1.809, -0.007, 0.436], [-2.032, 0.296, -0.425], [0.199, -0.304, -0.094], [0.491, -1.514, -0.082], [-0.302, 0.851, 0.268], [0.474, 0.093, 0.213], [-0.105, 0.195, -1.014], [0.022, -0.661, 1.081], [-0.027, 0.881, -0.073], [0.025, 0.709, 1.054], [0.066, -0.154, -0.101], [0.280, -0.319, -0.369], [0.271, 0.240, 0.858], [0.097, 0.667, -0.916], [-0.085, -0.575, -0.549]], "mulliken_charge": [1.38, -0.56, -0.73, 0.26, 0.27, 0.20, -0.44, 0.58, 0.27, 0.00, 0.33, -0.43, 0.36, 0.38, -0.67, 0.35, 0.34, -0.44, 0.27, 0.26, -0.60, 0.32, 0.31, -0.41, 0.31, 0.34, -0.67, 0.30, 0.27, -0.54, 0.32, 0.44, -0.67, -0.01, 0.29]}

=====

3.
{"formula": "C18H29NO2", "method": "ωB97M-V with the def2-TZVPD basis set", "homo_lumo_gap_ev": 8.948, "multiplicity": 1, "max_force_ev_per_a": 0.650, "e_tot_ha": -908.49035, "de_lowest_kcal_mol": 19.7, "smiles": "CCCCN(CCCC)CC1OCc2ccccc2CO1", "elements": ["C", "C", "C", "C", "N", "C", "H", "C", "O", "C", "C", "C", "C", "C", "C", "C", "C", "H", "O", "H", "H", "H", "H", "H", "H", "H", "H", "H", "C", "H", "H", "C", "C", "C", "H", "H", "H", "H", "H", "H", "H", "H", "H", "H", "H", "H", "H", "H", "H", "H"], "positions_angstrom": [[4.47994, 2.49125, 2.60003], [3.40826, 1.41277, 2.69407], [2.04472, 1.92516, 2.23972], [0.98620, 0.81901, 2.26037], [1.37042, -0.31480, 1.44186], [1.36157, -0.09872, 0.02017], [1.73353, -1.00053, -0.46968], [0.01255, 0.25011, -0.65579], [0.23456, 1.38025, -1.45189], [-0.92093, 1.98990, -1.99268], [-1.46085, 1.30398, -3.22226], [-1.57492, 2.00282, -4.41651], [-2.07074, 1.38911, -5.55222], [-2.44955, 0.05878, -5.50523], [-2.32976, -0.64809, -4.32278], [-1.84286, -0.03713, -3.17509], [-1.72152, -0.82210, -1.89386], [-2.00139, -1.86467, -2.06900], [-0.40707, -0.87557, -1.37387], [-2.40257, -0.39868, -1.13394], [-2.61900, -1.68843, -4.28554], [-2.83163, -0.42954, -6.38927], [-2.15519, 1.94633, -6.47326], [-1.27281, 3.03948, -4.45270], [-0.61471, 3.00988, -2.23991], [-1.70854, 2.03809, -1.21960], [-0.76701, 0.50028, 0.09678], [2.04112, 0.72242, -0.21736], [0.88784, -1.60115, 1.89523], [1.39767, -2.36573, 1.30201], [1.21315, -1.71696, 2.93493], [-0.62629, -1.84730, 1.81874], [-1.00625, -3.18448, 2.44866], [-2.50262, -3.45367, 2.34343], [-2.81257, -3.47379, 1.30072], [-2.75373, -4.41087, 2.79471], [-3.06763, -2.67585, 2.85321], [-0.45769, -3.98492, 1.94734], [-0.70938, -3.18819, 3.50031], [-0.93500, -1.84622, 0.77336], [-1.15299, -1.04223, 2.33740], [0.01805, 1.25470, 1.96317], [0.88324, 0.45709, 3.28641], [2.12561, 2.33848, 1.23350], [1.71341, 2.72991, 2.90034], [3.33426, 1.06193, 3.72582], [3.68343, 0.55986, 2.07279], [5.44100, 2.10695, 2.93373], [4.21869, 3.34648, 3.22032], [4.58601, 2.83461, 1.57332]], "forces_ev_per_a": [[-0.103, -0.217, 0.092], [-0.028, 0.309, -0.181], [0.010, -0.406, 0.173], [0.144, 0.217, -0.134], [-0.113, -0.069, 0.087], [-0.159, 0.166, -0.269], [0.054, 0.044, -0.018], [0.117, 0.049, 0.638], [0.115, -0.045, -0.103], [-0.143, 0.125, 0.034], [0.095, 0.070, -0.013], [0.019, -0.026, 0.203], [-0.069, -0.055, -0.133], [-0.032, 0.074, -0.137], [0.034, 0.024, 0.201], [0.045, -0.106, -0.009], [-0.196, -0.032, 0.063], [-0.091, 0.158, 0.015], [0.145, -0.045, -0.160], [0.093, -0.114, -0.059], [-0.016, -0.121, 0.006], [-0.026, -0.036, -0.078], [-0.005, 0.040, -0.080], [0.051, 0.112, -0.003], [-0.164, -0.088, 0.019], [0.134, 0.039, -0.072], [0.144, -0.075, -0.206], [0.005, -0.049, -0.050], [-0.231, 0.008, -0.023], [0.019, -0.075, 0.062], [-0.002, -0.091, -0.020], [0.340, -0.205, 0.172], [-0.186, 0.243, -0.125], [0.246, -0.078, 0.084], [-0.091, -0.007, -0.103], [-0.122, -0.078, 0.019], [-0.105, 0.065, 0.033], [0.079, -0.055, 0.046], [0.080, -0.057, 0.017], [-0.082, 0.066, -0.040], [-0.075, 0.076, -0.016], [-0.029, -0.070, 0.102], [-0.073, 0.012, 0.013], [-0.008, 0.127, -0.058], [-0.025, 0.090, -0.051], [-0.016, -0.114, 0.038], [0.006, -0.061, 0.072], [0.137, 0.048, 0.013], [0.030, 0.135, 0.046], [0.048, 0.079, -0.108]], "mulliken_charge": [-1.36, -0.12, -1.02, -0.78, 0.54, -1.62, 0.30, 0.37, -0.39, -0.47, 0.67, -0.90, -0.63, -0.62, -1.00, 0.78, -0.26, 0.41, -0.40, 0.27, 0.36, 0.40, 0.39, 0.34, 0.42, 0.29, 0.51, 0.41, -1.41, 0.35, 0.36, 0.59, -0.44, -1.31, 0.28, 0.41, 0.32, 0.33, 0.36, -0.22, 0.29, 0.26, 0.66, 0.24, 0.49, 0.23, 0.29, 0.37, 0.33, 0.34]}